No. 1
Entry from the Open Molecules 2025 dataset: a cluster of 7 separate species, C35H46B2N6O3P in total in a non-equilibrium geometry (ωB97M-V with the def2-TZVPD basis set).

Geometry as XYZ:
```
93
Properties=species:S:1:pos:R:3
P -0.9922 0.2383 0.6366
O 0.9659 -1.5635 1.4209
O 0.3897 1.8227 -1.3094
O -3.6638 1.1931 0.3699
N -4.7896 2.6202 5.8165
N -8.9452 2.1691 8.5059
N 6.2160 -1.5086 -0.2238
N 5.5308 -3.9169 -8.2972
N -2.6573 1.4722 -3.2423
N 2.7619 -4.2987 -4.1282
C 5.0837 -3.9271 -3.6395
C 1.0386 2.5075 1.1326
C -2.5940 0.1923 -3.6324
C -3.2058 -0.3012 -4.7706
C 7.6665 -4.8121 -8.9352
C 4.8309 -2.5948 -3.3589
C -0.2483 -0.9805 1.8468
C 3.5330 -2.1220 -3.4678
C 7.4753 -1.9424 -0.1127
C -7.5768 0.4256 7.5803
C 0.9740 -1.9026 0.0429
C 8.5388 -1.1388 0.2650
C -7.7780 1.7175 8.0383
C -2.7216 1.8945 2.6569
C -8.6469 -0.4548 7.6111
C 8.0366 -4.9250 -7.6050
C 0.6354 4.0288 1.0032
C -4.0177 1.9078 -5.1732
C -9.9631 1.3034 8.5246
C -3.3652 2.3017 -4.0173
C -3.9336 0.5785 -5.5556
C -4.1433 4.8951 6.2406
C -5.8486 3.0906 5.1483
C 6.9893 0.6690 0.4322
C 8.2869 0.1951 0.5419
C -5.2472 5.3579 5.5419
C -3.9605 3.5259 6.3466
C 7.1413 -4.5289 -6.6242
C 2.5419 -3.0106 -3.8520
C -9.8672 -0.0101 8.0938
C -6.1203 4.4388 4.9819
C 5.9973 -0.2188 0.0500
C 5.9081 -4.0365 -7.0206
C 4.0206 -4.7317 -4.0193
C 6.4107 -4.3034 -9.2254
B -2.5688 1.1574 1.2622
B 0.2589 1.6290 0.0715
H -2.8495 1.2265 3.5258
H -5.4254 6.4207 5.4362
H 5.1743 -3.7175 -6.2914
H -8.5311 -1.4742 7.2638
H -10.8977 1.6973 8.9074
H 6.0782 -4.1933 -10.2514
H 4.9665 0.1059 -0.0466
H -3.1166 -1.3458 -5.0358
H 4.1706 -5.7797 -4.2530
H 1.5332 4.6623 1.0840
H 0.0188 -2.3203 -0.3272
H -6.9929 4.7606 4.4301
H -6.5055 2.3344 4.7324
H 0.8983 2.1853 2.1783
H 8.3369 -5.1111 -9.7294
H 5.6340 -1.9337 -3.0597
H 6.0831 -4.3334 -3.5657
H -3.1104 3.1175 6.8818
H -1.8837 2.6113 2.7898
H -0.9842 -1.7904 2.0421
H -3.3997 3.3317 -3.6821
H -2.0164 -0.4613 -2.9847
H 9.0101 -5.3164 -7.3363
H 2.1191 2.4402 0.9156
H 6.7529 1.7042 0.6387
H -4.5767 2.6234 -5.7596
H -4.4289 0.2325 -6.4537
H 3.2958 -1.0867 -3.2586
H 1.2730 -1.0766 -0.6320
H 0.1643 4.2616 0.0356
H 9.0910 0.8565 0.8389
H 9.5376 -1.5463 0.3399
H -0.0478 -0.5249 2.8326
H -3.2825 1.4624 -0.4840
H -3.4404 5.5811 6.6936
H -6.6077 0.1176 7.2103
H -6.9697 2.4407 8.0367
H 7.3945 -4.6009 -5.5751
H -3.6338 2.5177 2.6125
H -10.7255 -0.6671 8.1351
H 1.7230 -2.7017 -0.0806
H -1.3795 -0.4952 -0.5160
H 7.6245 -2.9916 -0.3423
H 0.0799 1.0061 -1.7085
H -0.0406 4.3563 1.8090
H 1.5096 -2.6886 -3.9480
```

Computed properties:
- molar mass (g mol⁻¹) = 651.4
- gap between HOMO and LUMO (eV) = 6.778
- E (eV) = -62759.574
- charge = +1
- E_LUMO (eV) = -4.1

No. 2
Entry from the Open Molecules 2025 dataset: a structure of composition C35H46F4GeInN2OS6 (ωB97M-V with the def2-TZVPD basis set).

Geometry as XYZ:
```
96
Properties=species:S:1:pos:R:3
In -0.5909 -0.2273 0.3769
Ge 0.1165 -1.8289 3.5061
S 2.4238 3.2312 1.2605
S 1.3405 -3.1664 -0.4570
S 2.8833 -0.0826 0.6510
S 5.7134 1.9701 -0.5321
S 0.7684 -2.0839 -3.9822
S -3.1301 -3.2503 -0.1529
F -0.4698 2.0634 2.2936
F -5.8046 2.3825 3.1319
F -4.9651 1.5907 0.7842
F -1.3686 2.7807 4.6729
O -0.4362 -1.1177 -1.5098
N -0.8001 2.0703 -2.2231
N -2.1103 1.3221 0.2269
C -4.4687 2.2889 2.9500
C -2.6536 1.7086 1.4137
C 0.3479 -2.6544 -5.5388
C -2.2701 2.4531 3.7244
C -0.5112 -4.8225 -0.9825
C 4.7857 0.6127 -1.3076
C 4.5951 3.4045 -0.5578
C -1.0022 3.5198 -2.2384
C 1.5798 -4.7910 0.0052
C 4.3352 -0.4800 -0.3436
C -1.5198 -3.1586 -4.2663
C 0.5126 -5.5673 -0.3298
C 4.0615 3.8603 0.8079
C -1.0003 -1.4533 1.9960
C 1.9056 -2.5976 3.2161
C -1.8079 2.0450 2.4969
C -3.6211 2.5768 3.9960
C -0.9615 -2.3760 -1.8080
C 0.3402 -0.4014 4.8411
C -0.2069 -3.4993 -1.1030
C 1.5609 1.9949 -2.8905
C -0.7351 -2.5879 -3.3113
C -0.8537 -3.2599 4.4581
C -4.0191 1.8813 1.7079
C -3.4211 -1.7243 -2.1640
C -4.7108 -1.8665 -1.5947
C -0.8971 -3.2013 -5.5506
C -2.0538 1.3358 -2.2397
C -2.8855 1.5510 -0.9896
C -2.4530 -2.4288 -1.4997
C 2.7873 1.9854 2.5131
C -0.5757 4.2094 -0.9528
C 0.1308 1.6167 -3.2420
C 3.6108 0.7915 2.0584
C -4.6954 -2.6861 -0.5019
H -3.2636 2.5829 -0.9865
H 5.1505 -0.7742 0.3202
H 0.8699 -0.7877 5.7169
H -5.5990 -1.3808 -1.9730
H 0.5031 4.1329 -0.8184
H 1.7249 3.0753 -2.9471
H 5.4568 0.1872 -2.0566
H 2.2920 -2.3889 2.2216
H -1.7895 -0.8035 2.4295
H -0.6357 -0.0293 5.1596
H -1.0429 3.7267 -0.0929
H -0.8620 -4.1455 3.8193
H 0.4499 -6.6257 -0.1186
H 2.4790 -5.0819 0.5239
H -0.1323 2.0322 -4.2315
H -3.9869 2.8810 4.9642
H -0.4543 3.9447 -3.0881
H 1.8019 1.6701 2.8566
H -3.7628 0.8996 -1.0781
H 5.1821 4.2111 -0.9994
H 3.9287 1.0364 -1.8264
H 1.0339 -2.5458 -6.3637
H -2.6818 1.6130 -3.1080
H 1.8467 -3.6802 3.3496
H 3.2906 2.4646 3.3558
H 4.6108 1.1101 1.7714
H -1.8883 -2.9678 4.6492
H 4.7710 3.6213 1.6021
H 0.9000 0.4444 4.4374
H 2.6037 -2.1994 3.9578
H -3.2072 -1.1184 -3.0335
H -2.0618 3.7309 -2.4263
H 3.9508 4.9462 0.7898
H -0.3790 -3.5140 5.4112
H 3.6892 0.0802 2.8846
H -1.8097 0.2818 -2.3314
H 2.2617 1.5109 -3.5752
H -0.8538 5.2667 -0.9639
H 3.7692 3.1852 -1.2352
H 0.0545 0.5334 -3.3057
H -1.4380 -5.2519 -1.3362
H -1.3649 -3.6120 -6.4347
H -5.5221 -2.9630 0.1325
H -2.5072 -3.5447 -4.0599
H 4.0370 -1.3633 -0.9140
H 1.7850 1.6755 -1.8682
```

Computed properties:
- molar mass (g mol⁻¹) = 966.6
- gap between HOMO and LUMO (eV) = 5.823
- E (eV) = -179639.054
- charge = -1
- ΔE to the lowest compared entry with this formula, charge and spin (kJ/mol) = 0.0
- E_LUMO (eV) = 2.1

No. 3
Entry from the Open Molecules 2025 dataset: a structure of composition C35H46GeN3Sb2SeTl in a non-equilibrium geometry (ωB97M-V with the def2-TZVPD basis set).

Geometry as XYZ:
```
89
Properties=species:S:1:pos:R:3
Tl 0.2304 -0.3589 -0.8164
Sb -1.5897 2.4966 1.7658
Sb 0.9831 -0.2693 3.1913
Se 0.2475 0.9998 -3.7180
Ge 2.2890 3.1804 -5.1301
N -2.3638 -0.6804 -0.8018
N 2.2173 -2.3517 -1.6102
N -0.5009 -2.6846 -1.1747
C -3.2875 0.3113 -0.7359
C 0.1082 1.7489 5.3127
C 3.8991 4.1002 -4.4990
C -0.9488 2.6198 4.7997
C -2.3031 2.0643 6.7025
C -0.2338 -1.7238 4.3201
C -1.8125 -2.9665 -1.2316
C 2.2509 -5.5170 0.3066
C -0.7382 3.5021 3.6663
C -2.2894 -4.2916 -1.5487
C 2.6758 2.7226 -7.0272
C 4.1067 -4.2646 -0.7594
C 0.5064 -0.8357 -4.4695
C -2.8076 -1.9122 -1.1108
C -0.0045 -4.5745 0.3179
C -3.6502 -4.5559 -1.6653
C -2.1324 2.8053 5.5312
C 3.5104 -2.1829 -1.7488
C -1.3369 1.1638 7.1701
C -4.2251 -2.2169 -1.2156
C -0.8435 4.0423 0.4275
C -0.1542 0.9438 6.4359
C 2.0857 1.7071 -3.8211
C 2.8614 -1.4086 3.6693
C 0.8991 -5.5446 0.7401
C -5.1405 -1.2239 -0.9693
C 0.3682 -3.5767 -0.6071
C 1.3353 1.4714 4.5011
C -3.7139 3.0431 1.8846
C -4.6456 0.0452 -0.7217
C 1.7632 -3.4292 -0.9317
C -4.6213 -3.5446 -1.5086
C 2.7198 -4.4415 -0.4897
C 0.7274 4.3975 -5.1318
C 4.4664 -3.0980 -1.3525
H 0.5373 -6.3223 1.3888
H 3.1930 -1.1334 4.6645
H -1.5316 -5.0886 -1.7698
H 0.1655 -1.6110 -3.7823
H 1.1222 5.4860 -4.9938
H -1.7192 4.6828 0.2290
H -4.2279 2.8837 0.9778
H 3.7914 4.1966 -3.4049
H -0.9774 -1.1923 4.9075
H 2.9423 -6.2608 0.7420
H 2.4441 2.0987 -2.8975
H -1.5784 0.7180 8.0983
H -5.6843 -3.8207 -1.4849
H 1.4641 -0.9367 -4.9115
H 0.5392 -2.2546 4.8968
H -4.0219 -5.5516 -1.7312
H 0.0050 4.5649 0.8992
H 4.8436 -5.0190 -0.5662
H -1.4058 4.3456 3.6161
H -3.7989 4.0854 2.1080
H -5.3609 0.8428 -0.4389
H 0.0610 4.1738 -4.3100
H 1.5765 2.2943 3.8457
H 0.5310 0.1919 6.7980
H -2.9557 3.4406 5.2130
H 4.7912 3.5308 -4.7461
H 3.6324 -1.0501 2.9705
H 2.2346 1.1587 5.0490
H -1.0383 -4.5698 0.6039
H 3.8547 -1.2604 -2.1822
H 2.6900 0.8856 -4.2490
H 5.5080 -2.8466 -1.5525
H 2.3136 3.4739 -7.7058
H -6.2282 -1.3540 -1.0889
H -0.6725 -2.3370 3.5896
H -0.5398 3.5431 -0.5001
H 0.0974 4.3039 -6.0303
H -0.2542 -0.7794 -5.2253
H 3.7308 2.5968 -7.1167
H 2.7977 -2.4846 3.5448
H -4.1049 2.4732 2.6933
H 2.2302 1.8033 -7.3633
H 3.8810 5.1362 -4.8804
H -2.9555 1.3351 -0.6814
H 0.3374 3.7348 3.5067
H -3.1685 2.1806 7.3244
```

Computed properties:
- molar mass (g mol⁻¹) = 1108.2
- gap between HOMO and LUMO (alpha / beta) (eV) = 3.635 / 5.358
- E (eV) = -181124.983
- charge = +2
- E_LUMO (alpha / beta) (eV) = -8.4 / -6.8